A structure of composition CH2N2OS2, computed with ωB97M-V with the def2-TZVPD basis set.

Energy relative to the best compared isomer or geometry (same formula, charge and spin), kJ/mol: 246.5
E_HOMO (alpha / beta), eV: -8.198 / -8.604
E_tot, eV: -27763.7344
Charge: 0

Geometry (Å):
C 0.957 1.272 0.174
N -0.151 1.587 0.186
N 0.804 -1.036 -0.488
O -2.945 0.090 0.321
S -0.516 -1.418 0.315
S -1.728 0.023 -0.464
H 1.998 1.117 0.201
H 1.581 -1.635 -0.245